Entry A
Below is a 2-piece molecular cluster, C5H14 overall, with properties calculated with ωB97M-V/def2-TZVPD.

Output
E_HOMO, eV: -10.802
Kohn-Sham gap, eV: 11.92
Charge: 0
Molar mass, g mol⁻¹: 74.2
LUMO, eV: 1.1
SMILES string: CCC.CC

Atoms and positions in Å:
C -0.090 1.270 -0.561
C -0.441 1.804 0.827
C 0.751 1.690 1.815
H -1.007 0.817 -0.910
H 0.804 0.747 -0.837
H 0.055 2.147 -1.262
H -0.588 2.899 0.804
H -1.333 1.328 1.160
H 1.671 2.155 1.444
H 0.482 2.324 2.671
H 1.048 0.631 1.938
C 0.448 -2.727 -1.147
C -0.718 -1.854 -0.805
H 0.327 -3.304 -2.113
H 1.449 -2.328 -1.237
H 0.554 -3.638 -0.490
H -0.378 -0.933 -0.386
H -1.448 -1.642 -1.643
H -1.396 -2.307 -0.057

Results of the natural (NBO) charge analysis, in e, for atoms 1 through 2:
1. C -0.642
2. C -0.396

***

Entry B
Below is a 2-piece molecular cluster, C5H14 overall, with properties calculated with ωB97M-V/def2-TZVPD.

Output
E_HOMO, eV: -11.091
Kohn-Sham gap, eV: 12.17
Charge: 0
Molar mass, g mol⁻¹: 74.2
LUMO, eV: 1.1
SMILES string: CCC.CC

Atoms and positions in Å:
C -0.978 -2.187 0.138
C 0.318 -1.467 0.469
C 1.436 -2.352 0.956
H -1.290 -2.842 1.051
H -1.051 -2.550 -0.752
H -1.894 -1.492 0.058
H 0.806 -0.930 -0.395
H 0.190 -0.700 1.233
H 1.071 -2.916 2.017
H 1.794 -3.123 0.227
H 2.336 -1.704 1.232
C -0.552 2.046 -0.724
C -0.110 3.514 -0.845
H -1.522 1.906 -1.298
H 0.245 1.497 -1.133
H -0.620 1.548 0.271
H -0.405 3.781 -1.848
H 0.895 3.830 -0.600
H -0.670 4.142 -0.057

Results of the natural (NBO) charge analysis, in e, for atoms 1 through 2:
1. C -0.596
2. C -0.419

***

Short version: entry B is the least stable of them.

***

Entry A
Below is a 2-piece molecular cluster, C5H14 overall, with properties calculated with ωB97M-V/def2-TZVPD.

Output
E_HOMO, eV: -11.323
Kohn-Sham gap, eV: 12.45
Charge: 0
Molar mass, g mol⁻¹: 74.2
LUMO, eV: 1.1
SMILES string: CCC.CC

Atoms and positions in Å:
C -1.924 -0.183 -1.415
C -1.198 1.088 -1.907
C -0.158 1.462 -0.832
H -2.863 0.154 -0.989
H -2.061 -0.865 -2.260
H -1.353 -0.806 -0.739
H -1.876 1.936 -2.037
H -0.810 1.026 -2.928
H -0.799 1.553 0.047
H 0.308 2.444 -0.963
H 0.653 0.761 -0.724
C 1.760 -1.774 2.074
C 1.246 -0.393 1.618
H 1.171 -2.583 1.646
H 2.791 -1.874 1.773
H 1.625 -1.900 3.147
H 0.688 -0.519 0.703
H 2.077 0.288 1.406
H 0.722 0.184 2.378

Results of the natural (NBO) charge analysis, in e, for atoms 1 through 2:
1. C -0.619
2. C -0.399

***

Entry B
Below is a 2-piece molecular cluster, C5H14 overall, with properties calculated with ωB97M-V/def2-TZVPD.

Output
E_HOMO, eV: -10.969
Kohn-Sham gap, eV: 12.07
Charge: 0
Molar mass, g mol⁻¹: 74.2
LUMO, eV: 1.1
SMILES string: CCC.CC

Atoms and positions in Å:
C 1.929 0.311 2.305
C 0.761 0.243 1.292
C 0.191 1.637 0.846
H 1.826 1.177 2.913
H 3.052 0.125 2.073
H 1.773 -0.612 3.045
H 1.052 -0.199 0.344
H -0.016 -0.455 1.713
H 0.916 2.364 0.852
H -0.208 1.786 -0.241
H -0.515 2.103 1.569
C -1.575 -1.775 -1.975
C -1.170 -0.398 -2.378
H -1.132 -2.574 -2.561
H -1.349 -2.107 -0.880
H -2.666 -1.899 -2.134
H -1.657 0.092 -3.332
H -0.113 -0.201 -2.284
H -1.774 0.288 -1.609

Results of the natural (NBO) charge analysis, in e, for atoms 1 through 2:
1. C -0.622
2. C -0.415

***

Entry C
Below is a 2-piece molecular cluster, C5H14 overall, with properties calculated with ωB97M-V/def2-TZVPD.

Output
E_HOMO, eV: -11.000
Kohn-Sham gap, eV: 12.10
Charge: 0
Molar mass, g mol⁻¹: 74.2
LUMO, eV: 1.1
SMILES string: CCC.CC

Atoms and positions in Å:
C -1.103 -1.924 -2.192
C -1.382 -1.749 -0.654
C -1.212 -0.332 -0.107
H -1.101 -2.983 -2.506
H -1.762 -1.182 -2.673
H -0.151 -1.425 -2.323
H -0.700 -2.469 -0.194
H -2.459 -2.060 -0.392
H -0.952 -0.425 0.963
H -2.215 0.048 -0.146
H -0.584 0.334 -0.694
C 1.934 1.183 1.192
C 1.595 2.603 1.665
H 1.092 0.520 1.007
H 2.288 1.305 0.156
H 2.634 0.601 1.782
H 2.484 3.168 1.826
H 1.411 2.568 2.778
H 0.824 3.142 1.111

Results of the natural (NBO) charge analysis, in e, for atoms 1 through 2:
1. C -0.615
2. C -0.381

***

Short version: entry B is the least stable of them.

***

Entry A
Below is a 2-piece molecular cluster, C5H14 overall, with properties calculated with ωB97M-V/def2-TZVPD.

Output
E_HOMO, eV: -11.091
Kohn-Sham gap, eV: 12.13
Charge: 0
Molar mass, g mol⁻¹: 74.2
LUMO, eV: 1.0
SMILES string: CCC.CC

Atoms and positions in Å:
C -0.893 1.683 -1.743
C -0.092 1.648 -0.464
C -0.970 2.101 0.712
H -1.628 0.879 -1.623
H -0.400 1.418 -2.669
H -1.491 2.587 -1.759
H 0.780 2.276 -0.624
H 0.327 0.656 -0.315
H -1.353 1.254 1.294
H -0.425 2.774 1.371
H -1.746 2.766 0.263
C 0.819 -1.901 0.454
C 1.071 -3.316 1.016
H 0.541 -1.331 1.362
H 0.263 -1.922 -0.540
H 1.794 -1.600 0.058
H 0.096 -3.778 1.045
H 1.775 -3.825 0.348
H 1.756 -3.411 1.877

Results of the natural (NBO) charge analysis, in e, for atoms 1 through 2:
1. C -0.602
2. C -0.403

***

Entry B
Below is a 2-piece molecular cluster, C5H14 overall, with properties calculated with ωB97M-V/def2-TZVPD.

Output
E_HOMO, eV: -11.328
Kohn-Sham gap, eV: 12.45
Charge: 0
Molar mass, g mol⁻¹: 74.2
LUMO, eV: 1.1
SMILES string: CCC.CC

Atoms and positions in Å:
C 0.575 -1.977 -2.069
C 0.758 -0.829 -1.049
C 0.670 0.586 -1.602
H 0.243 -2.868 -1.552
H -0.172 -1.677 -2.805
H 1.488 -2.133 -2.644
H 1.757 -0.929 -0.619
H 0.003 -0.937 -0.276
H 0.990 1.288 -0.835
H -0.380 0.691 -1.881
H 1.291 0.787 -2.478
C -0.203 0.939 1.889
C -1.561 1.068 2.574
H 0.360 1.865 2.008
H 0.494 0.193 2.281
H -0.482 0.615 0.894
H -2.342 0.439 2.140
H -2.007 2.050 2.389
H -1.482 0.831 3.635

Results of the natural (NBO) charge analysis, in e, for atoms 1 through 2:
1. C -0.607
2. C -0.388

***

Short version: entry A is the least stable of them.

***

Entry A
Below is a 2-piece molecular cluster, C5H14 overall, with properties calculated with ωB97M-V/def2-TZVPD.

Output
E_HOMO, eV: -11.395
Kohn-Sham gap, eV: 12.57
Charge: 0
Molar mass, g mol⁻¹: 74.2
LUMO, eV: 1.2
SMILES string: CCC.CC

Atoms and positions in Å:
C 1.129 -1.514 -0.898
C 1.271 -1.668 0.621
C 1.342 -0.313 1.327
H 1.645 -2.290 -1.465
H 1.562 -0.580 -1.238
H 0.093 -1.548 -1.229
H 0.429 -2.256 1.008
H 2.145 -2.284 0.844
H 2.225 0.194 0.937
H 0.409 0.195 1.104
H 1.488 -0.457 2.399
C -1.309 2.043 -0.869
C -2.137 1.117 0.019
H -1.530 1.870 -1.911
H -1.426 3.098 -0.637
H -0.249 1.837 -0.699
H -2.106 0.094 -0.352
H -3.208 1.319 0.004
H -1.773 1.141 1.035

Results of the natural (NBO) charge analysis, in e, for atoms 1 through 2:
1. C -0.614
2. C -0.395

***

Entry B
Below is a 2-piece molecular cluster, C5H14 overall, with properties calculated with ωB97M-V/def2-TZVPD.

Output
E_HOMO, eV: -11.359
Kohn-Sham gap, eV: 12.48
Charge: 0
Molar mass, g mol⁻¹: 74.2
LUMO, eV: 1.1
SMILES string: CCC.CC

Atoms and positions in Å:
C -1.994 0.062 0.254
C -1.170 0.969 -0.681
C -1.985 1.611 -1.832
H -1.432 -0.854 0.407
H -2.159 0.559 1.206
H -3.015 -0.135 -0.098
H -0.387 0.345 -1.108
H -0.733 1.774 -0.094
H -3.054 1.537 -1.613
H -1.752 1.127 -2.781
H -1.752 2.666 -1.964
C 2.644 -1.658 1.742
C 2.396 -0.866 0.448
H 2.724 -2.732 1.540
H 3.617 -1.384 2.155
H 1.835 -1.477 2.449
H 3.194 -1.025 -0.285
H 2.297 0.189 0.706
H 1.466 -1.178 -0.019

Results of the natural (NBO) charge analysis, in e, for atoms 1 through 2:
1. C -0.611
2. C -0.403

***

Short version: entry B is the least stable of them.

***

Entry A
Below is a 2-piece molecular cluster, H3N2O2P overall, with properties calculated with ωB97M-V/def2-TZVPD.

Output
E_HOMO (spin up / spin down), eV: -10.475 / -8.084
Kohn-Sham gap (spin up / spin down), eV: 9.42 / 7.29
Charge: 0
Molar mass, g mol⁻¹: 94.0
LUMO (spin up / spin down), eV: -1.1 / -0.8

Atoms and positions in Å:
N 0.366 -0.922 -0.349
N -0.778 -0.693 1.879
O -1.660 -1.098 1.170
O -0.781 -0.715 3.075
P 0.794 -0.435 1.084
H -0.676 -1.006 -0.494
H 0.779 -1.227 -1.209
H -0.270 2.140 1.219

Results of the natural (NBO) charge analysis, in e, for atoms 1 through 2:
1. N -1.206
2. N 0.277

***

Entry B
Below is a 2-piece molecular cluster, H3N2O2P overall, with properties calculated with ωB97M-V/def2-TZVPD.

Output
E_HOMO, eV: -9.119
Kohn-Sham gap, eV: 8.84
Charge: 0
Molar mass, g mol⁻¹: 94.0
LUMO, eV: -0.3

Atoms and positions in Å:
N -1.234 -0.010 0.499
N 1.221 0.332 -0.203
O 1.007 1.443 0.198
O 2.265 -0.165 -0.348
P -0.049 -0.904 -0.048
H -0.887 0.882 0.738
H -1.960 -0.412 1.055
H -0.363 -1.165 -1.891

Results of the natural (NBO) charge analysis, in e, for atoms 1 through 2:
1. N -1.224
2. N 0.313

***

Short version: entry A is the least stable of them.

***

Entry A
Below is a 4-piece molecular cluster, C2H10N2O3 overall, with properties calculated with ωB97M-V/def2-TZVPD.

Output
E_HOMO (spin up / spin down), eV: -6.727 / -6.938
Kohn-Sham gap (spin up / spin down), eV: 6.08 / 7.15
Charge: 0
Molar mass, g mol⁻¹: 110.1
LUMO (spin up / spin down), eV: -0.6 / 0.2

Atoms and positions in Å:
C 0.992 0.805 -0.659
C 0.087 0.863 1.252
N 0.216 0.666 -1.757
N 1.179 0.737 2.129
H -0.343 1.462 -2.030
H 1.896 1.446 2.087
H 1.422 -0.211 2.381
H -0.253 -0.238 -1.859
H 1.587 -0.059 -0.403
H 1.499 1.765 -0.571
H -0.821 0.413 1.639
H -0.187 1.894 1.050
O -0.985 -2.223 -1.259
O -0.555 -1.088 0.088
O -2.341 -2.594 -1.210
H -2.802 -1.856 -1.642
H -0.589 -1.780 0.766

Results of the natural (NBO) charge analysis, in e, for atoms 1 through 2:
1. C -0.116
2. C -0.219

***

Entry B
Below is a 3-piece molecular cluster, C2H10N2O3 overall, with properties calculated with ωB97M-V/def2-TZVPD.

Output
E_HOMO, eV: -8.858
Kohn-Sham gap, eV: 9.70
Charge: 0
Molar mass, g mol⁻¹: 110.1
LUMO, eV: 0.8

Atoms and positions in Å:
C -1.811 0.104 0.405
N 0.433 1.519 -0.693
N -1.151 -0.173 1.537
O -0.957 1.287 -0.853
O -2.776 1.015 0.442
H -2.265 1.692 -0.205
H -1.886 -0.718 -0.305
H 0.812 1.640 -1.631
H 0.549 2.416 -0.221
H -1.065 0.589 2.196
H -0.332 -0.777 1.452
C 1.873 -1.748 -0.482
O 1.376 -0.853 0.497
H 1.169 0.011 0.064
H 2.053 -2.708 0.004
H 2.821 -1.398 -0.908
H 1.158 -1.899 -1.299

Results of the natural (NBO) charge analysis, in e, for atoms 1 through 2:
1. C 0.575
2. N -0.554

***

Short version: entry A is the least stable of them.